{"formula": "CH3NO2S", "method": "the ωB97M-V functional and the def2-TZVPD basis", "elements": ["C", "N", "O", "O", "S", "H", "H", "H"], "coordinates": [[-0.40, -0.73, 0.09], [-0.80, 0.72, -0.47], [-1.76, 0.69, 1.94], [-3.04, -0.32, 0.09], [-1.78, 0.12, 0.65], [-0.52, -1.43, -0.64], [0.43, -0.63, 0.63], [0.22, 1.57, 0.34]], "lowdin_charge": [-0.174, -0.152, -0.298, -0.289, 0.524, 0.061, 0.030, 0.298], "homo_ev": -10.875, "fmax_ha_per_bohr": 0.1110, "spin_multiplicity": 1, "gap_ha": 0.36237, "e_above_lowest_ev": 4.619, "energy_ha": -643.14442}

***

{"formula": "CH8N5O", "method": "the ωB97M-V functional and the def2-TZVPD basis", "elements": ["C", "N", "N", "N", "N", "N", "O", "H", "H", "H", "H", "H", "H", "H", "H"], "coordinates": [[0.43, -0.21, 1.30], [-0.65, -0.39, 0.53], [0.34, 0.43, 2.45], [0.56, -1.82, -1.23], [-0.38, 1.67, -1.04], [-0.70, -0.74, -0.73], [-0.63, 0.33, -1.63], [1.39, -0.62, 1.22], [1.14, 0.33, 3.15], [-0.44, 0.89, 2.87], [0.28, -2.02, -2.16], [1.18, -0.99, -1.24], [0.25, 2.13, -1.69], [-1.21, 2.24, -1.02], [-1.58, -1.23, -0.78]], "lowdin_charge": [-0.170, 0.032, 0.164, 0.202, 0.118, -0.159, -0.110, 0.125, 0.169, 0.121, 0.048, 0.077, 0.102, 0.091, 0.190], "homo_ev": -14.430, "smiles": "N/C=N/[N@H+](N)ON", "fmax_ha_per_bohr": 0.0919, "spin_multiplicity": 1, "total_charge": 1, "gap_ha": 0.40172, "e_above_lowest_ev": 4.204, "energy_ha": -391.44532}

***

{"formula": "C10H8N2O2", "method": "the ωB97M-V functional and the def2-TZVPD basis", "elements": ["C", "C", "C", "C", "C", "C", "C", "C", "C", "C", "N", "N", "O", "O", "H", "H", "H", "H", "H", "H", "H", "H"], "coordinates": [[1.43, 3.06, 1.19], [1.75, 2.43, 0.07], [0.50, 2.46, 2.08], [1.37, 1.15, -0.19], [-0.05, 1.25, 1.78], [0.40, 0.53, 0.64], [-0.85, -2.77, 0.38], [-0.91, -1.54, 0.87], [0.21, -2.94, -0.52], [-2.33, -1.42, -3.83], [0.99, -1.93, -0.76], [-0.07, -0.69, 0.36], [-2.85, -2.36, -4.16], [-1.71, -0.50, -3.51], [1.83, 4.05, 1.28], [2.23, 3.17, -0.74], [-0.01, 3.07, 2.88], [1.88, 0.66, -1.01], [-0.87, 0.75, 2.32], [-1.50, -3.63, 0.61], [-1.67, -1.04, 1.39], [0.26, -3.78, -1.12]], "lowdin_charge": [-0.110, -0.140, -0.076, -0.004, -0.025, -0.243, -0.058, -0.161, -0.271, -0.445, 0.162, 0.049, 0.235, 0.201, 0.099, 0.159, 0.125, 0.107, 0.110, 0.119, 0.101, 0.067], "s_squared": 2.09, "homo_ev": [-6.503, -8.976], "fmax_ha_per_bohr": 0.0883, "spin_multiplicity": 3, "gap_ha": [0.25944, 0.26310], "energy_ha": -645.68156}

***

{"formula": "C5H7O4Tl", "method": "the ωB97M-V functional and the def2-TZVPD basis", "elements": ["O", "C", "C", "H", "H", "H", "H", "O", "Tl", "H", "O", "O", "C", "C", "C", "H", "H"], "coordinates": [[-2.19, 1.74, 0.52], [-2.52, 0.60, 0.27], [-3.72, -0.06, 0.84], [-1.94, 0.01, -0.47], [-4.39, -0.34, 0.01], [-3.40, -1.01, 1.30], [-4.23, 0.58, 1.56], [1.38, 1.88, -1.22], [-0.43, 3.35, -0.17], [1.89, -1.76, 0.72], [1.80, 0.20, 0.17], [2.49, -1.35, -2.00], [2.57, -0.98, 0.34], [3.16, -1.42, -0.97], [1.88, 0.83, -0.96], [3.37, -0.81, 1.08], [4.27, -1.47, -1.02]], "lowdin_charge": [-0.211, -0.271, -0.024, 0.137, 0.107, 0.103, 0.099, -0.102, 1.142, 0.147, 0.025, 0.074, -0.102, -0.178, -0.234, 0.143, 0.144], "s_squared": 0.75, "homo_ev": [-12.399, -13.894], "fmax_ha_per_bohr": 0.0574, "spin_multiplicity": 2, "total_charge": 1, "gap_ha": [0.31549, 0.34912], "e_above_lowest_ev": 1.341, "energy_ha": -667.84121}

***

{"formula": "C27H27CuN7OSeSi", "method": "the ωB97M-V functional and the def2-TZVPD basis", "elements": ["Cu", "C", "C", "C", "C", "N", "C", "N", "C", "N", "C", "N", "C", "C", "C", "C", "C", "N", "C", "C", "C", "C", "C", "C", "H", "H", "H", "H", "H", "H", "H", "H", "H", "H", "H", "H", "C", "Si", "C", "C", "Se", "H", "H", "H", "H", "H", "H", "H", "H", "H", "N", "C", "O", "C", "C", "C", "C", "N", "C", "H", "H", "H", "H", "H", "H"], "coordinates": [[0.06, -0.53, 0.60], [-4.16, 0.09, 0.28], [-4.67, -1.11, -0.18], [-3.81, -2.18, -0.32], [-2.46, -2.05, 0.01], [-1.97, -0.87, 0.44], [-2.81, 0.16, 0.56], [-1.71, -3.22, -0.13], [-0.51, -3.39, 0.31], [0.32, -2.51, 0.95], [1.44, -3.15, 1.33], [2.47, -2.71, 2.00], [2.55, -1.46, 2.56], [3.76, -1.16, 3.22], [3.93, 0.06, 3.84], [2.88, 0.99, 3.81], [1.73, 0.62, 3.14], [1.56, -0.55, 2.53], [1.39, -4.56, 0.86], [2.28, -5.61, 0.98], [1.91, -6.83, 0.41], [0.68, -6.98, -0.23], [-0.21, -5.92, -0.33], [0.17, -4.71, 0.22], [-4.78, 0.97, 0.38], [-5.71, -1.21, -0.45], [-4.14, -3.14, -0.69], [-2.37, 1.10, 0.87], [4.54, -1.91, 3.22], [4.86, 0.29, 4.35], [2.97, 1.95, 4.28], [0.90, 1.31, 3.08], [3.22, -5.47, 1.48], [2.58, -7.67, 0.48], [0.42, -7.94, -0.66], [-1.17, -6.02, -0.82], [-5.06, 3.58, -3.10], [-3.26, 3.27, -2.62], [-3.14, 3.82, -0.80], [-2.25, 4.57, -3.56], [-2.60, 1.20, -2.95], [-5.34, 4.63, -2.95], [-5.72, 2.95, -2.50], [-5.23, 3.32, -4.15], [-3.44, 4.86, -0.68], [-2.11, 3.72, -0.44], [-3.78, 3.20, -0.16], [-2.80, 5.52, -3.64], [-2.01, 4.23, -4.57], [-1.31, 4.77, -3.04], [5.07, 1.59, 0.81], [4.56, 2.37, -0.18], [5.25, 3.18, -0.78], [3.11, 2.18, -0.51], [2.47, 3.12, -1.30], [1.14, 2.94, -1.60], [0.47, 1.84, -1.09], [1.08, 0.93, -0.32], [2.38, 1.10, -0.06], [6.02, 1.78, 1.08], [4.49, 1.10, 1.47], [3.04, 3.97, -1.67], [0.60, 3.63, -2.24], [-0.57, 1.65, -1.35], [2.84, 0.31, 0.52]], "lowdin_charge": [0.338, -0.093, -0.073, -0.016, -0.301, 0.071, -0.159, 0.167, -0.287, 0.082, -0.293, 0.144, -0.341, -0.031, -0.110, -0.096, -0.158, 0.086, -0.103, -0.021, -0.092, -0.090, -0.017, -0.100, 0.096, 0.105, 0.105, 0.103, 0.103, 0.101, 0.095, 0.109, 0.107, 0.094, 0.094, 0.110, -0.259, -0.091, -0.245, -0.249, 0.096, 0.013, 0.010, 0.014, 0.017, 0.005, -0.001, 0.013, 0.013, -0.005, 0.181, -0.497, 0.047, -0.115, 0.010, -0.016, -0.104, 0.014, -0.068, 0.109, 0.060, 0.121, 0.098, -0.003, 0.106], "homo_ev": -3.801, "fmax_ha_per_bohr": 0.0041, "spin_multiplicity": 1, "total_charge": -1, "gap_ha": 0.20781, "e_above_lowest_ev": 0.918, "energy_ha": -5835.24533}

***

{"formula": "C19H20N2O5", "method": "the ωB97M-V functional and the def2-TZVPD basis", "elements": ["C", "C", "C", "C", "C", "C", "C", "O", "C", "C", "C", "O", "O", "C", "H", "H", "C", "O", "N", "C", "C", "C", "C", "C", "C", "H", "H", "C", "O", "N", "H", "H", "H", "H", "H", "H", "H", "H", "H", "H", "H", "H", "H", "H", "H", "H"], "coordinates": [[-0.26, -2.06, 2.39], [0.76, -1.18, 1.74], [0.68, 0.20, 1.88], [1.62, 1.04, 1.29], [2.64, 0.49, 0.54], [2.74, -0.88, 0.39], [1.81, -1.72, 0.99], [1.85, -3.09, 0.93], [2.66, -3.75, -0.01], [2.15, -3.56, -1.46], [0.66, -3.77, -1.43], [0.09, -4.83, -1.36], [0.03, -2.58, -1.44], [-1.38, -2.58, -1.20], [-1.64, -3.38, -0.50], [-1.91, -2.77, -2.15], [-1.83, -1.23, -0.64], [-2.85, -1.14, -0.01], [-1.00, -0.22, -0.98], [-1.08, 1.13, -0.66], [-0.11, 1.98, -1.19], [-0.12, 3.33, -0.91], [-1.12, 3.86, -0.09], [-2.10, 3.02, 0.41], [-2.09, 1.66, 0.14], [-2.85, 1.02, 0.53], [-2.88, 3.44, 1.02], [-1.20, 5.31, 0.25], [-2.25, 5.87, 0.51], [-0.02, 5.98, 0.26], [0.87, 5.51, 0.18], [-0.02, 6.95, 0.52], [0.63, 3.97, -1.35], [0.67, 1.57, -1.83], [-0.16, -0.49, -1.49], [2.62, -4.31, -2.10], [2.37, -2.56, -1.82], [3.71, -3.44, 0.07], [2.59, -4.80, 0.26], [3.56, -1.29, -0.19], [3.38, 1.13, 0.07], [1.54, 2.11, 1.42], [-0.12, 0.62, 2.46], [-0.24, -3.05, 1.95], [-0.03, -2.17, 3.45], [-1.25, -1.64, 2.29]], "lowdin_charge": [-0.016, -0.200, -0.044, -0.102, -0.089, -0.022, -0.225, -0.051, -0.170, -0.043, -0.488, 0.143, -0.010, -0.046, 0.141, 0.150, -0.441, 0.085, 0.159, -0.222, -0.032, -0.037, -0.151, 0.003, 0.008, 0.105, 0.122, -0.515, 0.063, 0.164, 0.089, 0.111, 0.111, 0.117, 0.142, 0.131, 0.113, 0.125, 0.139, 0.105, 0.104, 0.102, 0.121, 0.079, 0.091, 0.080], "homo_ev": -8.493, "smiles": "Cc1ccccc1OCCC(=O)OCC(=O)Nc1ccc(C(N)=O)cc1", "fmax_ha_per_bohr": 0.0134, "spin_multiplicity": 1, "gap_ha": 0.32830, "e_above_lowest_ev": 0.429, "energy_ha": -1221.79915}